Here is the molecule C9H17NOSi at a distorted geometry from the Open Molecules 2025 dataset. Energies are from the ωB97M-V functional and the def2-TZVPD basis.

```
29
C9H17NOSi (the ωB97M-V functional and the def2-TZVPD basis)
C 1.5705 1.1500 -0.7399
C 0.5108 0.3992 -0.0950
C 0.1274 -0.9995 -0.8933
C -0.6076 -2.2542 -0.6317
O -1.3798 -2.7360 0.1046
N 0.2522 -2.9365 -1.5567
C 0.7677 -1.6477 -2.1195
C -0.0507 -1.2877 -3.3999
Si -0.4135 0.9392 1.6107
C 0.4571 -0.0240 2.9241
C -2.1938 0.6576 1.3068
C -0.0635 2.8745 1.9352
H 1.9741 0.7504 -1.6841
H 2.3738 1.3288 -0.0683
H 1.3292 2.1161 -1.0233
H 0.1020 -3.7523 -2.1161
H 1.7301 -1.7820 -2.4035
H 0.5041 -1.8390 -4.2017
H -0.0696 -0.2460 -3.6663
H -1.1267 -1.7068 -3.3906
H 0.4765 -1.0396 2.8232
H 1.5218 0.2839 3.1465
H 0.0094 0.2330 3.8320
H -2.8845 1.0361 2.0743
H -2.5840 1.2638 0.4509
H -2.3791 -0.4565 1.2432
H 1.0519 3.0200 2.0421
H -0.5524 3.7246 1.4621
H -0.4535 2.9306 3.0341
```

The calculation puts the total energy at -21020.77322 eV. The LUMO energy (alpha / beta) is 0.1 / 0.1 eV. For the energy relative to the best compared isomer or geometry (same formula, charge and spin), the calculation gives 3.830 eV. As for the HOMO energy (alpha / beta): -8.28 / -8.28 eV. The calculation puts the largest force on an atom at 8.4 eV/Å. As for the SMILES: C/C(=C1/C(=O)N[C@H]1C)[Si](C)(C)C.